(1)
# C3H6N2O2

A gas-phase ion, C3H6N2O2 (charge -1) in a non-equilibrium geometry (the ωB97M-V functional and the def2-TZVPD basis, OMol25).

The calculation puts the energy at -377.88958 hartree. The value obtained for the HOMO energy (alpha / beta) is -0.57 / -3.95 eV. As for the energy above the lowest of the compared OMol25 structures with the same formula, charge and spin: 31.9 kJ/mol. Its LUMO energy (alpha / beta) is 4.21 / 4.19 eV.

The geometry in ORCA input format:
```
! RIJCOSX wB97M-V def2-TZVPD def2/J DEFGRID3
* xyz -1 2
O -1.872 0.434 0.322
C -0.710 0.196 -0.029
N -0.253 -1.087 -0.027
C 0.926 -1.570 -0.615
O 1.802 -2.133 0.127
C 0.293 1.305 -0.217
N -0.226 2.549 0.358
H -0.771 -1.720 0.595
H 0.852 -1.932 -1.663
H 1.299 1.141 0.167
H 0.454 1.423 -1.295
H -1.020 2.363 0.968
H 0.458 3.045 0.911
*
```

Atomic partial charges in e from the Mulliken method, atoms 1 to 4: -0.729, 0.426, 0.033, -0.444

(2)
# C3H6N2O2

2 unconnected molecules or ions with the total composition C3H6N2O2 (the ωB97M-V functional and the def2-TZVPD basis, OMol25).

The calculation puts the energy at -377.88725 hartree. The value obtained for the HOMO energy is -9.86 eV. As for the energy above the lowest of the compared OMol25 structures with the same formula, charge and spin: 189.3 kJ/mol. Its LUMO energy is 0.71 eV.

The geometry in ORCA input format:
```
! RIJCOSX wB97M-V def2-TZVPD def2/J DEFGRID3
* xyz 0 1
N -1.157 -0.192 -1.508
C -0.430 0.527 0.669
O -1.517 0.944 0.968
C 0.225 -0.803 1.082
O 1.625 -0.466 1.094
C 1.693 0.701 0.429
N 0.626 1.300 0.069
H -2.004 0.363 -1.466
H -1.332 -1.039 -2.028
H 0.086 -1.583 0.330
H -0.083 -1.173 2.058
H 2.705 1.058 0.257
H -0.437 0.364 -1.954
*
```

Atomic partial charges in e from the Mulliken method, atoms 1 to 4: -0.719, 0.847, -0.561, -0.249

(3)
# C3H6N2O2

A single C3H6N2O2 molecule (the ωB97M-V functional and the def2-TZVPD basis, OMol25).

The calculation puts the energy at -377.89076 hartree. The value obtained for the HOMO energy is -10.47 eV. As for the energy above the lowest of the compared OMol25 structures with the same formula, charge and spin: 180.1 kJ/mol. Its LUMO energy is 0.69 eV.

The geometry in ORCA input format:
```
! RIJCOSX wB97M-V def2-TZVPD def2/J DEFGRID3
* xyz 0 1
C -1.593 -0.516 -0.711
O -0.851 0.677 -0.930
C 0.287 0.914 -0.240
N 1.113 1.798 -0.599
N 0.482 0.148 0.939
C 1.423 -0.847 1.046
O 1.727 -1.366 2.094
H -2.576 -0.334 -1.147
H -1.687 -0.745 0.354
H -1.115 -1.354 -1.229
H 0.769 2.222 -1.463
H 0.180 0.548 1.818
H 1.842 -1.146 0.068
*
```

Atomic partial charges in e from the Mulliken method, atoms 1 to 4: -0.620, -0.360, 0.446, -0.635

(4)
# C3H6N2O2

A single C3H6N2O2 molecule (the ωB97M-V functional and the def2-TZVPD basis, OMol25).

The calculation puts the energy at -377.91315 hartree. The value obtained for the HOMO energy is -9.58 eV. As for the energy above the lowest of the compared OMol25 structures with the same formula, charge and spin: 121.3 kJ/mol. Its LUMO energy is 0.68 eV.

The geometry in ORCA input format:
```
! RIJCOSX wB97M-V def2-TZVPD def2/J DEFGRID3
* xyz 0 1
O 1.048 1.672 0.284
C 0.543 0.612 0.037
N 1.344 -0.486 -0.337
C 1.150 -1.828 -0.073
O 2.015 -2.636 -0.294
C -0.935 0.316 0.178
N -1.738 1.506 0.190
H 2.213 -0.352 -0.838
H 0.188 -2.112 0.362
H -1.238 -0.459 -0.525
H -1.031 -0.195 1.154
H -2.372 1.648 -0.580
H -1.188 2.313 0.440
*
```

Atomic partial charges in e from the Mulliken method, atoms 1 to 4: -0.551, 0.604, -0.110, 0.023